Here is the molecule C5H8O in a non-equilibrium geometry from the Open Molecules 2025 dataset. Energies are from wB97M-V/def2-TZVPD.

```
14
Properties=species:S:1:pos:R:3:mulliken_charge:R:1
O 1.55 -1.46 1.05 -0.56
C 1.19 -0.93 -0.18 -0.04
C -0.18 -0.97 -0.73 -0.88
C -1.61 1.12 0.35 -0.77
C -0.28 1.29 0.40 -0.41
C 0.56 0.41 -0.45 0.02
H 1.16 -0.89 1.72 0.31
H 1.93 -1.13 -0.95 0.35
H -0.44 -1.35 -1.71 0.25
H -0.92 -1.28 0.03 0.41
H -2.02 0.43 -0.38 0.30
H -2.31 1.64 0.98 0.29
H 0.13 2.14 0.95 0.36
H 1.23 1.00 -1.09 0.36
```

Results
SMILES: C=C[C@@H]1C[C@@H]1O
relative energy (zero: lowest compared OMol25 entry of this formula, charge and spin): 62.3 kcal per mole
strongest force on any atom: 0.02247 Eh/bohr
E_HOMO: -9.1 eV
energy: -270.45868 Eh
gap between HOMO and LUMO: 0.37032 Ha


Here is a cluster of 6 separate species, C32H69BCl2FIN4O12P3S6 in total in a non-equilibrium geometry from the Open Molecules 2025 dataset. Energies are from wB97M-V/def2-TZVPD.

```
131
Properties=species:S:1:pos:R:3:mulliken_charge:R:1
C -0.71 0.24 5.54 -0.30
C -0.49 0.16 4.36 -1.63
C -0.07 0.16 2.94 0.33
N -1.11 0.82 2.09 0.68
P -2.70 1.15 2.61 0.66
O -3.54 0.05 3.43 -0.50
O -3.55 1.36 1.22 -0.41
S -2.75 2.81 3.60 -0.35
C -0.80 0.80 0.73 -2.00
N -0.79 1.87 0.04 0.47
B -1.04 3.31 0.57 1.51
O -0.31 3.74 1.63 -0.68
O -1.94 4.01 -0.15 -0.51
C -2.84 4.86 0.61 -0.26
C -4.32 4.51 0.37 -0.80
P -0.48 1.83 -1.74 0.26
O 0.00 3.37 -2.07 -0.51
I -2.77 1.54 -2.61 -0.16
N -0.47 -0.47 0.14 1.45
F -1.58 -1.16 -0.30 -0.24
C 0.62 -1.20 0.81 0.28
C 0.98 -2.65 0.36 -0.40
C 0.52 -3.22 -1.01 -1.04
C 1.72 -3.91 -1.71 -0.80
N 1.50 -3.94 -3.15 -0.56
C 1.87 -0.31 0.49 0.15
Cl 2.88 0.52 1.68 -0.09
C 2.26 -0.09 -0.79 -0.14
C 1.63 -0.62 -2.05 -1.36
Cl 3.69 0.90 -1.15 -0.12
C 0.27 -1.27 2.36 0.91
C 1.24 -2.11 3.26 -0.89
C 2.76 -2.13 3.06 -1.49
O 3.25 -3.35 3.68 -0.47
C 3.66 -4.27 2.74 0.78
C 2.84 -5.55 2.66 -0.85
O 4.61 -4.09 2.05 -0.53
P -1.43 -2.15 2.64 0.73
C -1.88 -3.47 1.45 0.49
C -3.45 -3.45 1.24 -1.20
C -1.51 -2.98 4.29 -0.59
C -2.74 -3.94 4.40 -1.26
H -0.69 0.24 6.61 0.55
H 0.80 0.83 2.92 0.54
H -3.37 0.21 4.37 0.40
H -4.10 0.56 1.12 0.26
H -0.16 4.70 1.48 0.25
H -2.71 5.89 0.21 0.28
H -2.61 4.93 1.67 0.16
H -4.89 4.71 1.28 0.31
H -4.46 3.46 0.08 0.18
H -4.75 5.12 -0.44 0.12
H 0.15 3.41 -3.03 0.34
H 0.70 -3.42 1.09 0.50
H 2.07 -2.70 0.33 0.85
H -0.01 -2.55 -1.68 -0.33
H -0.18 -4.06 -0.85 1.22
H 1.80 -4.96 -1.37 0.08
H 2.66 -3.36 -1.55 0.41
H 0.51 -3.99 -3.36 0.24
H 2.00 -4.70 -3.57 0.34
H 0.55 -0.72 -2.03 -0.12
H 1.84 0.11 -2.86 0.55
H 2.16 -1.53 -2.37 0.41
H 0.94 -3.16 3.15 0.01
H 1.06 -1.91 4.32 0.69
H 3.16 -2.06 2.04 0.74
H 3.23 -1.32 3.63 0.31
H 1.97 -5.53 3.33 0.30
H 2.50 -5.74 1.63 0.13
H 3.45 -6.40 2.99 0.36
H -1.47 -3.45 0.44 -0.79
H -1.65 -4.47 1.85 0.78
H -3.86 -2.61 1.81 0.29
H -3.69 -3.24 0.19 0.13
H -3.92 -4.37 1.60 0.32
H -0.64 -3.62 4.52 0.39
H -1.60 -2.29 5.13 0.28
H -2.62 -4.86 3.83 0.28
H -3.61 -3.37 4.05 0.28
H -2.92 -4.12 5.47 0.45
C 1.08 -9.10 -3.93 -1.03
S 1.25 -7.91 -2.58 0.46
O 1.12 -6.55 -3.17 -0.54
C 3.00 -8.21 -2.29 -0.95
H 0.05 -9.05 -4.29 0.34
H 1.76 -8.84 -4.73 0.32
H 1.28 -10.10 -3.56 0.40
H 3.56 -8.01 -3.20 0.31
H 3.14 -9.24 -1.97 0.42
H 3.32 -7.53 -1.50 0.27
C 5.99 5.60 -3.78 -0.85
S 6.66 4.11 -4.52 0.48
O 5.74 3.71 -5.62 -0.61
C 6.31 3.03 -3.12 -0.81
H 6.07 6.41 -4.51 0.32
H 4.94 5.45 -3.52 0.24
H 6.57 5.86 -2.89 0.33
H 5.24 3.05 -2.91 0.13
H 6.88 3.37 -2.25 0.41
H 6.61 2.02 -3.38 0.35
C -4.96 7.77 -1.57 -0.82
S -3.85 8.78 -0.57 0.50
O -3.74 8.13 0.77 -0.58
C -4.98 10.17 -0.40 -0.97
H -4.46 6.82 -1.77 0.13
H -5.89 7.59 -1.03 0.32
H -5.15 8.27 -2.52 0.43
H -5.91 9.84 0.06 0.31
H -5.17 10.60 -1.39 0.37
H -4.50 10.92 0.23 0.34
C 3.62 6.66 3.03 -0.94
S 2.83 6.70 1.42 0.44
O 1.36 6.77 1.65 -0.57
C 3.20 5.00 0.98 -0.77
H 3.47 7.63 3.51 0.34
H 3.18 5.88 3.65 0.27
H 4.69 6.49 2.91 0.37
H 2.77 4.33 1.73 0.16
H 4.28 4.87 0.92 0.46
H 2.75 4.80 0.01 0.26
C -3.29 -2.77 -5.53 -1.12
S -2.58 -2.33 -3.94 0.64
O -1.67 -3.43 -3.54 -0.68
C -4.10 -2.52 -3.00 -0.66
H -2.49 -2.75 -6.27 0.36
H -3.71 -3.77 -5.48 0.33
H -4.05 -2.04 -5.81 0.38
H -4.48 -3.54 -3.11 0.38
H -4.84 -1.80 -3.35 0.42
H -3.87 -2.33 -1.95 -0.14
```

Results
relative energy (zero: lowest compared OMol25 entry of this formula, charge and spin): 0.0 kcal per mole
strongest force on any atom: 0.08200 Eh/bohr
E_HOMO: -10.0 eV
total charge: +1
energy: -7138.18195 Eh
gap between HOMO and LUMO: 0.21042 Ha


Here is a cluster of 7 separate species, C21H36O21 in total in a non-equilibrium geometry from the Open Molecules 2025 dataset. Energies are from wB97M-V/def2-TZVPD.

```
78
Properties=species:S:1:pos:R:3:mulliken_charge:R:1
C -2.04 -8.01 18.22 0.09
C -2.89 -9.14 17.69 -0.39
O -2.80 -8.93 16.27 -0.09
C -2.28 -7.74 15.99 0.54
O -2.14 -7.26 14.91 -0.54
O -1.93 -7.14 17.14 -0.41
H -1.09 -8.48 18.50 -0.08
H -2.56 -7.62 19.09 0.39
H -3.89 -8.85 18.00 0.38
H -2.70 -10.15 18.06 0.04
C 0.40 -10.90 19.04 -0.22
C 1.77 -10.78 18.48 -0.49
O 1.63 -10.16 17.26 -0.36
C 0.38 -10.44 16.84 0.32
O 0.02 -10.44 15.65 -0.57
O -0.38 -10.89 17.91 0.26
H 0.14 -10.12 19.76 0.27
H 0.07 -11.81 19.54 0.20
H 2.33 -11.71 18.45 0.28
H 2.33 -10.12 19.14 0.35
C -1.11 -13.79 16.27 -0.38
C -2.33 -12.98 16.87 0.46
O -2.02 -13.33 18.28 -0.12
C -1.37 -14.49 18.38 0.59
O -1.16 -15.11 19.44 -0.63
O -1.03 -14.90 17.16 -0.36
H -0.16 -13.26 16.20 0.12
H -1.27 -14.10 15.24 0.39
H -3.31 -13.42 16.65 0.26
H -2.46 -11.96 16.50 -0.40
C -3.12 -10.42 13.15 -0.65
O -4.07 -11.50 12.99 -0.26
C -3.73 -12.48 12.09 0.67
O -3.02 -12.46 11.12 -0.53
O -4.40 -13.66 12.33 -0.35
C -4.95 -14.00 13.59 -0.10
H -2.98 -9.86 12.23 0.45
H -2.19 -10.78 13.60 0.34
H -3.54 -9.61 13.74 0.08
H -4.41 -13.54 14.42 -0.21
H -4.83 -15.07 13.77 0.30
H -6.04 -13.86 13.60 0.29
C -0.56 -1.57 13.67 -0.69
O -0.42 -2.89 13.32 -0.32
C -1.46 -3.68 13.20 0.81
O -2.70 -3.42 13.21 -0.61
O -0.97 -4.85 12.93 -0.28
C -1.73 -5.81 12.23 -0.61
H -0.49 -1.64 14.75 0.30
H -1.47 -1.00 13.47 0.33
H 0.22 -0.91 13.27 0.25
H -1.16 -6.72 12.08 0.24
H -1.97 -5.38 11.26 0.37
H -2.60 -6.13 12.81 0.24
C -6.83 -10.55 20.45 -0.88
O -5.86 -10.85 19.40 -0.10
C -6.25 -10.66 18.17 0.65
O -7.35 -10.53 17.67 -0.62
O -5.14 -10.96 17.43 -0.12
C -5.27 -11.02 16.03 -0.46
H -6.67 -9.55 20.83 0.29
H -6.54 -11.22 21.26 0.23
H -7.82 -10.68 20.01 0.44
H -6.10 -11.62 15.65 0.46
H -4.36 -11.35 15.54 -0.23
H -5.58 -10.05 15.65 0.39
C -2.11 -14.43 23.22 -0.53
O -2.85 -13.30 22.73 -0.35
C -2.30 -12.31 22.03 0.84
O -1.08 -12.04 21.91 -0.62
O -3.31 -11.46 21.70 -0.33
C -2.83 -10.20 21.14 -0.07
H -1.60 -14.86 22.37 0.23
H -2.77 -15.12 23.75 0.22
H -1.34 -14.08 23.91 0.29
H -3.68 -9.61 20.81 0.10
H -2.16 -10.45 20.31 -0.28
H -2.27 -9.79 21.98 0.49
```

Results
SMILES: COC(=O)OC.COC(=O)OC.COC(=O)OC.COC(=O)OC.O=C1OCCO1.O=C1OCCO1.O=C1OCCO1
relative energy (zero: lowest compared OMol25 entry of this formula, charge and spin): 67.4 kcal per mole
strongest force on any atom: 0.09303 Eh/bohr
E_HOMO: -10.2 eV
energy: -2401.76151 Eh
gap between HOMO and LUMO: 0.38360 Ha